Formula: C34H24ClDyIN8O4S2Se
Source: OMol25
Level of theory: wB97M-V/def2-TZVPD

```
76
C34H24ClDyIN8O4S2Se | OMol25 | wB97M-V/def2-TZVPD
Dy -0.04587 -0.01994 -0.98806
Cl 5.59733 3.40306 0.55061
C 4.11290 2.53027 0.62059
C 3.96800 1.50885 1.53060
C 2.76589 0.81634 1.62265
I 2.50526 -0.70010 3.04462
C 1.67075 1.07803 0.80564
O 0.52593 0.46422 0.91285
C 1.85279 2.11056 -0.17766
N 0.80560 2.31426 -1.02940
C 0.89504 3.30232 -1.89795
C 2.03008 4.11643 -2.02429
C 3.11643 3.88468 -1.22259
C 3.05596 2.86638 -0.25246
H 4.79004 1.24363 2.17845
H 0.03516 3.45902 -2.54263
H 2.03350 4.90109 -2.76361
H 4.02020 4.46832 -1.31236
C -1.96677 1.81963 6.61161
C -1.66327 0.65746 5.72079
C -1.17173 -0.53410 6.24078
C -0.90969 -1.62050 5.42949
C -1.13578 -1.52078 4.06200
N -0.91850 -2.59013 3.17641
C -0.12055 -3.66740 3.38146
O 0.26760 -4.09751 4.43406
N 0.19158 -4.37632 2.18647
C 0.67960 -3.88233 1.00021
C 1.25685 -4.75645 0.06469
C 1.84070 -4.23833 -1.07215
C 1.84350 -2.86431 -1.28582
N 1.23404 -2.02090 -0.45004
C 0.66162 -2.52340 0.65344
C -1.58361 -0.31831 3.51874
C -1.84660 0.75632 4.34326
H -2.06715 1.49575 7.64384
H -2.88701 2.31380 6.30489
H -1.15697 2.54808 6.55829
H -1.00099 -0.61517 7.30372
H -0.53241 -2.53644 5.85023
H -1.33142 -2.47146 2.26216
H 0.51625 -5.31314 2.40553
H 1.26388 -5.81935 0.25208
H 2.30966 -4.88687 -1.79207
H 2.35863 -2.42381 -2.13186
H 0.24230 -1.78518 1.32601
H -1.70192 -0.22532 2.44386
H -2.19929 1.68829 3.92114
Se -1.64929 -3.14504 -3.09446
N -3.34141 -3.03966 -2.81943
C -3.57948 -2.17716 -1.82831
C -4.81841 -1.75333 -1.31946
C -4.78733 -0.80392 -0.32345
C -3.56958 -0.29634 0.15709
N -2.37735 -0.68611 -0.27328
C -2.39440 -1.61957 -1.24925
N -1.25015 -2.07694 -1.77466
H -5.73436 -2.16795 -1.71030
H -5.70407 -0.42129 0.09061
H -3.57031 0.45653 0.93472
O -1.68602 -0.70374 -4.33463
S -0.84342 0.27444 -3.70892
O -1.44428 0.89566 -2.51835
N 0.55098 -0.36665 -3.16879
C 1.56240 0.48336 -3.43743
S 3.02490 0.32281 -2.67710
C 1.22314 1.55640 -4.38359
C 2.05904 2.54764 -4.88053
C 1.50874 3.52811 -5.69215
C 0.16150 3.50803 -6.02804
C -0.68100 2.51446 -5.53927
C -0.13120 1.55893 -4.71797
H 3.10502 2.56027 -4.61789
H 2.13677 4.32190 -6.06504
H -0.24966 4.28547 -6.65321
H -1.72831 2.50441 -5.78516
```

Computed properties:
Maximum force in eV/Å: 1.965
⟨S²⟩: 9.3344
E in Ha: -6889.76960
Multiplicity: 6
HOMO level (alpha / beta) in eV: -10.207 / -10.211
Gap between HOMO and LUMO (alpha / beta) in Eh: 0.211 / 0.211
Total charge: +1
Relative energy (zero: lowest compared OMol25 entry of this formula, charge and spin) in kcal per mole: 0.0
LUMO (alpha / beta) in eV: -4.5 / -4.5